A molecular structure, C31H48O3P2Pb, computed with ωB97M-V/def2-TZVPD.

ORCA input file:
```
! RIJCOSX wB97M-V def2-TZVPD def2/J DEFGRID3
* xyz 2 1
Pb -2.69 0.53 0.80
C 1.30 1.13 3.18
C 2.35 1.49 2.31
C 0.71 3.05 2.05
C 0.27 2.09 2.99
C 1.99 2.66 1.60
C 1.37 0.07 4.21
H 1.93 -0.83 3.88
H 0.37 -0.27 4.55
H 1.91 0.45 5.10
C -0.99 2.21 3.75
H -1.32 1.24 4.11
H -1.79 2.65 3.15
H -0.86 2.86 4.63
C -0.07 4.22 1.58
H -0.27 4.94 2.39
H -1.05 3.93 1.17
H 0.47 4.75 0.79
C 2.79 3.29 0.54
H 3.67 3.85 0.90
H 2.17 3.99 -0.03
H 3.16 2.51 -0.14
C 3.63 0.77 2.14
H 4.47 1.30 2.61
H 3.87 0.67 1.07
H 3.58 -0.23 2.60
C 0.70 -3.06 0.00
C 1.60 -2.49 0.89
C 3.05 -2.30 0.58
C 3.43 -2.14 -0.92
C 2.99 -0.88 -1.60
C 1.82 -0.22 -1.42
C 0.46 -0.87 -1.27
C 0.45 -2.45 -1.36
H 3.57 -3.20 0.96
H 3.10 -3.03 -1.47
H 3.44 -1.48 1.20
H 1.20 -2.79 -2.10
H 0.19 -4.02 0.19
H 1.27 -2.24 1.91
H -0.55 -2.79 -1.73
H -0.04 -0.58 -0.32
H 1.78 0.88 -1.42
H -0.22 -0.49 -2.07
H 4.53 -2.17 -0.97
H 3.74 -0.44 -2.31
P -1.24 -0.59 -4.11
P -1.28 2.30 -4.93
C -1.43 -0.30 -6.00
C -1.87 1.12 -6.27
H -2.15 -1.04 -6.37
H -0.46 -0.51 -6.46
H -1.50 1.46 -7.24
H -2.96 1.19 -6.28
C -1.78 3.76 -5.97
H -1.39 4.68 -5.51
H -2.88 3.81 -5.99
H -1.40 3.66 -7.00
C 0.50 2.34 -5.42
H 0.63 2.34 -6.51
H 1.06 1.51 -4.98
H 0.92 3.27 -5.01
C -2.64 -1.77 -3.88
H -2.64 -2.17 -2.86
H -2.57 -2.59 -4.61
H -3.57 -1.21 -4.04
C 0.22 -1.73 -4.33
H 0.76 -1.52 -5.26
H -0.14 -2.77 -4.32
H 0.95 -1.57 -3.53
O -2.18 0.17 5.63
C -2.40 -1.19 5.59
C -2.12 -2.02 6.70
C -2.57 -3.33 6.72
C -3.12 -3.86 5.55
C -3.22 -3.09 4.39
C -2.98 -1.69 4.40
C -3.01 -0.80 3.19
O -2.74 -1.34 2.02
O -3.27 0.44 3.22
H -1.92 0.41 6.53
H -1.61 -1.58 7.55
H -2.51 -3.92 7.63
H -3.46 -4.89 5.56
H -3.49 -3.57 3.44
*
```

Values from the calculation:
E_LUMO (alpha / beta) = -8.44 / -8.46 eV

These are the Löwdin partial charges, in e, on atoms 1 to 5: 1.648 -0.106 -0.105 -0.133 -0.143


2 unconnected molecules or ions with the total composition C31H49ClF3N4O7S, computed with ωB97M-V/def2-TZVPD.

ORCA input file:
```
! RIJCOSX wB97M-V def2-TZVPD def2/J DEFGRID3
* xyz 1 1
C 0.51 -4.19 4.49
C 2.03 -3.70 4.20
O 2.19 -2.29 4.52
C 3.45 -1.77 4.00
C 3.20 -0.45 3.13
C 2.96 -0.92 1.60
C 1.45 -1.52 1.49
C 0.65 -0.99 0.19
C -0.77 -0.30 0.49
C -1.62 -1.35 1.35
C -1.50 -2.89 0.95
C -2.82 -3.74 1.20
O -3.77 -3.35 1.95
N -2.93 -5.07 0.58
C -3.03 -5.01 -0.88
C -4.45 -4.92 -1.54
C -4.60 -4.87 -3.09
C -3.34 -4.90 -3.99
C -1.91 -4.95 -3.39
C -1.80 -5.01 -1.85
C -0.54 0.92 1.55
C 0.16 2.22 0.93
Cl 1.86 2.34 1.71
C 0.35 2.19 -0.66
C 0.17 3.73 -1.16
C 0.53 3.96 -2.70
C 1.68 3.05 -3.29
F 1.31 1.86 -4.02
C 3.08 3.25 -3.14
F 3.72 4.50 -3.36
F 3.97 2.22 -2.70
C -0.54 1.17 -1.50
N -1.50 0.25 -0.76
C -1.71 -0.88 -1.78
N -2.26 -0.37 -3.09
N -2.66 0.82 -0.28
C -3.97 0.19 -0.53
C -2.92 2.25 -0.44
C -3.43 2.99 -1.80
O -2.88 3.03 0.56
H -0.23 -3.32 4.48
H 0.18 -4.90 3.64
H 0.45 -4.77 5.48
H 2.75 -4.37 4.81
H 2.25 -3.89 3.08
H 3.94 -2.60 3.37
H 4.16 -1.55 4.88
H 2.26 0.13 3.45
H 4.08 0.28 3.21
H 3.77 -1.69 1.35
H 3.14 -0.02 0.92
H 1.60 -2.66 1.40
H 0.96 -1.33 2.49
H 1.41 -0.31 -0.34
H 0.59 -1.91 -0.50
H -2.72 -1.11 1.50
H -1.18 -1.29 2.42
H -0.68 -3.36 1.61
H -1.17 -3.09 -0.13
H -3.74 -5.59 0.96
H -5.40 -4.90 -0.90
H -5.64 -4.84 -3.59
H -3.48 -4.88 -5.12
H -1.00 -4.95 -4.06
H -0.76 -5.05 -1.34
H -1.55 1.28 2.00
H 0.08 0.60 2.45
H -0.36 3.20 1.24
H 1.47 1.98 -0.83
H -0.91 4.06 -0.98
H 0.87 4.34 -0.48
H -0.39 3.83 -3.40
H 0.88 5.06 -2.82
H 0.24 0.53 -2.08
H -1.04 1.77 -2.34
H -0.72 -1.37 -2.11
H -2.31 -1.76 -1.38
H -2.85 -1.11 -3.51
H -1.48 -0.18 -3.75
H -4.04 -0.92 -0.23
H -4.37 0.31 -1.61
H -4.75 0.72 0.13
H -2.64 3.69 -2.23
H -3.74 2.17 -2.53
H -4.38 3.58 -1.54
C 3.59 5.80 -0.46
C 5.11 5.83 -0.48
O 5.50 6.14 0.86
S 4.41 5.50 1.88
O 4.91 4.25 2.35
O 3.96 6.54 2.75
O 3.24 5.20 0.79
H 3.18 6.81 -0.48
H 3.18 5.23 -1.29
H 5.51 6.57 -1.18
H 5.52 4.85 -0.74
*
```

Values from the calculation:
E_LUMO = -3.06 eV

These are the Löwdin partial charges, in e, on atoms 1 to 5: -0.084 -0.257 -0.205 -0.204 -0.181


3 unconnected molecules or ions with the total composition C31H49IN2O4, computed with ωB97M-V/def2-TZVPD.

ORCA input file:
```
! RIJCOSX wB97M-V def2-TZVPD def2/J DEFGRID3
* xyz 0 1
C -4.35 1.78 -3.31
C -3.60 1.10 -2.16
C -2.12 0.88 -2.49
C -1.27 2.17 -2.34
C -0.19 2.04 -1.26
C 1.06 1.27 -1.76
N 1.06 -0.13 -1.35
C 1.13 -1.07 -2.45
C 2.34 -0.97 -3.40
C 3.65 -0.47 -2.79
N 4.43 0.29 -3.79
C 1.71 -0.60 -0.14
C 0.81 -1.65 0.57
O -0.54 -1.24 0.52
C -1.52 -2.26 0.56
C -2.36 -2.16 1.83
C -3.40 -1.04 1.78
C -2.79 0.33 1.51
I -4.10 1.92 2.08
C 2.21 0.49 0.82
C 1.28 1.21 1.76
O 1.05 2.39 1.74
O 0.81 0.43 2.79
C 0.75 1.10 4.02
C -0.62 1.20 4.57
O 1.77 1.47 4.54
H -4.01 2.81 -3.45
H -4.19 1.25 -4.24
H -5.43 1.82 -3.13
H -3.66 1.75 -1.28
H -4.09 0.15 -1.93
H -1.71 0.09 -1.87
H -2.06 0.52 -3.52
H -0.82 2.41 -3.30
H -1.93 3.01 -2.10
H -0.61 1.43 -0.46
H 0.08 3.01 -0.85
H 1.98 1.81 -1.50
H 1.02 1.27 -2.85
H 0.22 -0.96 -3.05
H 1.07 -2.09 -2.04
H 2.53 -1.96 -3.82
H 2.11 -0.33 -4.26
H 3.45 0.16 -1.91
H 4.26 -1.30 -2.45
H 5.25 0.65 -3.33
H 3.88 1.13 -3.99
H 2.61 -1.16 -0.42
H 0.94 -2.62 0.09
H 1.13 -1.75 1.61
H -2.16 -2.14 -0.32
H -1.06 -3.25 0.49
H -2.90 -3.11 1.94
H -1.67 -2.03 2.67
H -4.13 -1.27 1.00
H -3.96 -1.01 2.72
H -2.59 0.49 0.46
H -1.87 0.47 2.06
H 2.93 -0.01 1.48
H 2.75 1.28 0.31
H -1.16 0.26 4.45
H -1.16 1.97 4.02
H -0.57 1.47 5.62
C 4.66 4.45 -1.63
C 5.95 4.94 -1.50
C 6.77 5.02 -2.61
C 6.31 4.61 -3.85
C 5.01 4.12 -3.98
C 4.19 4.04 -2.87
H 4.01 4.39 -0.76
H 6.31 5.26 -0.53
H 7.78 5.40 -2.51
H 6.95 4.67 -4.72
H 4.65 3.79 -4.95
H 3.18 3.66 -2.97
C -2.62 -5.96 4.95
C -3.62 -6.89 5.19
C -4.95 -6.52 5.09
C -5.28 -5.21 4.75
C -4.28 -4.28 4.51
C -2.95 -4.66 4.61
H -1.58 -6.26 5.02
H -3.36 -7.91 5.46
H -5.73 -7.24 5.28
H -6.32 -4.92 4.68
H -4.54 -3.26 4.25
H -2.17 -3.94 4.42
*
```

Values from the calculation:
E_LUMO = 0.48 eV
energy relative to the best compared isomer or geometry (same formula, charge and spin) = 0.0 kcal per mole
SMILES string = CCCCCCN(CCCN)[C@H](COCCCCI)CC(=O)OC(C)=O.c1ccccc1.c1ccccc1

These are the Löwdin partial charges, in e, on atoms 1 to 5: -0.110 -0.276 -0.214 -0.188 -0.159